{
  "formula": "C20H21F5N4OPdSSi",
  "method": "ωB97M-V/def2-TZVPD",
  "charge": 2,
  "homo_lumo_gap_ev": [4.79, 4.92],
  "lumo_energy_ev": [-9.34, -9.27],
  "e_homo_ev": [-14.133, -14.187],
  "e_above_lowest_kj_mol": 58.56,
  "symbols": ["Pd", "F", "C", "C", "F", "C", "F", "C", "S", "C", "F", "C", "F", "C", "Si", "C", "C", "N", "C", "C", "C", "C", "C", "C", "H", "H", "H", "H", "H", "H", "H", "H", "H", "H", "H", "H", "H", "H", "C", "N", "C", "C", "C", "N", "C", "O", "N", "H", "H", "H", "H", "H", "H", "H"],
  "positions_angstrom": [[-0.1645, 0.1236, 0.5233], [-0.6546, 1.9182, -6.2701], [-0.7751, 1.3152, -5.1082], [-0.0330, 1.7461, -4.0184], [0.8052, 2.7627, -4.1420], [-0.1623, 1.1080, -2.7968], [0.6167, 1.5503, -1.7921], [-1.0279, 0.0351, -2.6133], [-1.3292, -0.8901, -1.1332], [-1.7528, -0.3831, -3.7330], [-2.5887, -1.4113, -3.6136], [-1.6391, 0.2368, -4.9634], [-2.3455, -0.1911, -5.9916], [-0.1345, -3.4551, 3.0800], [0.7867, -1.8875, 2.7250], [-0.1257, -0.4538, 3.4698], [2.5906, -1.8472, 3.1371], [0.7882, -1.5741, 0.8740], [1.2679, -2.3298, -0.0621], [1.6818, -3.7022, 0.1933], [2.0004, -4.5133, -0.8388], [1.9878, -4.0156, -2.1716], [1.6794, -2.6997, -2.4690], [1.3343, -1.8487, -1.4436], [-0.2930, -3.4842, 4.1618], [0.3754, -4.3779, 2.8103], [-1.1231, -3.4523, 2.6166], [-0.2335, -0.7013, 4.5315], [-1.1420, -0.3180, 3.0926], [0.4273, 0.4829, 3.4185], [2.7131, -1.9058, 4.2215], [3.0406, -0.9081, 2.8099], [3.1536, -2.6738, 2.7018], [1.6774, -4.0715, 1.2076], [2.2726, -5.5449, -0.6639], [2.2682, -4.6851, -2.9760], [1.7511, -2.3419, -3.4865], [1.2472, -0.7891, -1.6084], [0.7526, 4.6116, 2.2196], [-0.3349, 3.9189, 1.5152], [-1.5066, 4.5357, 1.1927], [-2.5156, 3.8861, 0.5719], [-2.3285, 2.5151, 0.2315], [-1.1601, 1.9376, 0.5351], [-0.1809, 2.6056, 1.2035], [0.8357, 1.9471, 1.5044], [-3.2771, 1.8079, -0.3655], [0.5959, 5.6816, 2.1224], [1.7006, 4.3357, 1.7675], [0.7567, 4.3299, 3.2704], [-1.5792, 5.5786, 1.4679], [-3.4364, 4.3934, 0.3297], [-4.1559, 2.2381, -0.6007], [-3.1075, 0.8548, -0.6449]],
  "mulliken_charge": [0.275, -0.250, 0.681, 0.023, -0.267, -0.133, -0.424, 0.963, -0.161, -0.131, -0.322, 0.255, -0.252, -1.020, -0.124, -1.099, -1.015, 0.089, 0.542, -0.116, -0.987, -0.288, -0.711, -0.226, 0.383, 0.418, 0.383, 0.456, 0.345, 0.285, 0.426, 0.356, 0.378, 0.275, 0.453, 0.440, 0.513, 0.923, -0.900, 0.186, -0.068, -1.088, 0.871, 0.252, 0.262, -0.734, -0.240, 0.343, 0.324, 0.324, 0.407, 0.410, 0.244, 0.075]
}